Record 1
The following is a quantum chemistry calculation of a 9-piece molecular cluster, C30H85N7O9 overall in a non-equilibrium geometry, from OMol25.

total charge: 0
E: -61341.054 eV
energy above the lowest of the compared OMol25 structures with the same formula, charge and spin: 28.4 kcal per mole
structure (SMILES): COC[C@H](C)N.COC[C@H](C)N.COC[C@H](C)N.COC[C@H](C)N.COC[C@H](C)N.COC[C@H](C)N.COC[C@H](C)N.CO.CO
HOMO-LUMO gap: 8.932 eV
LUMO energy: 0.337 eV

Geometry as XYZ:
```
131
Properties=species:S:1:pos:R:3:lowdin_charge:R:1
C -7.273 -6.096 3.218 -0.121
O -7.727 -4.763 3.451 -0.129
H -8.108 -6.628 2.743 0.081
H -6.477 -6.219 2.481 0.084
H -7.035 -6.607 4.146 0.064
H -7.758 -4.281 2.621 0.100
C -6.241 -4.597 6.489 -0.157
O -7.613 -4.470 6.173 -0.143
H -5.548 -4.046 5.845 0.063
H -6.098 -4.400 7.545 0.053
H -5.953 -5.639 6.290 0.053
H -7.771 -4.644 5.226 0.024
C -2.963 1.586 2.512 -0.080
C -3.430 1.531 3.977 -0.402
C -4.591 0.475 4.023 -0.227
O -5.066 0.352 5.345 -0.194
C -6.061 -0.628 5.476 -0.119
N -2.314 1.035 4.747 0.033
H -3.818 1.935 1.924 0.073
H -2.374 0.783 2.080 0.072
H -2.284 2.447 2.459 0.073
H -3.907 2.479 4.214 0.138
H -4.337 -0.526 3.650 0.110
H -5.359 0.816 3.306 0.118
H -7.015 -0.401 5.000 0.092
H -6.250 -0.736 6.552 0.085
H -5.658 -1.622 5.236 0.071
H -2.555 0.820 5.715 0.060
H -2.052 0.098 4.425 0.026
C -11.686 -5.880 3.723 -0.058
C -12.193 -4.982 4.855 -0.406
C -11.853 -5.556 6.234 -0.210
O -12.374 -4.693 7.227 -0.220
C -12.282 -5.194 8.536 -0.111
N -11.602 -3.617 4.699 0.057
H -10.914 -6.573 4.063 0.056
H -11.471 -5.365 2.793 0.074
H -12.517 -6.574 3.539 0.075
H -13.271 -4.814 4.811 0.131
H -10.768 -5.663 6.305 0.106
H -12.353 -6.528 6.348 0.128
H -11.378 -5.764 8.768 0.069
H -13.108 -5.893 8.743 0.090
H -12.444 -4.328 9.178 0.082
H -11.727 -3.143 5.591 0.016
H -10.599 -3.818 4.684 0.059
C -9.800 -2.462 7.630 -0.055
C -10.340 -1.099 8.041 -0.416
C -11.867 -1.089 8.084 -0.191
O -12.364 -1.164 6.755 -0.198
C -13.677 -1.696 6.713 -0.112
N -9.763 -0.797 9.370 0.028
H -8.712 -2.506 7.620 0.062
H -10.207 -2.687 6.650 0.052
H -10.123 -3.264 8.299 0.077
H -9.956 -0.382 7.308 0.135
H -12.157 -0.102 8.470 0.127
H -12.226 -1.949 8.654 0.118
H -13.793 -2.688 7.160 0.074
H -14.025 -1.771 5.686 0.090
H -14.287 -0.993 7.296 0.088
H -10.044 0.081 9.791 0.062
H -8.760 -0.722 9.239 0.062
C -4.909 -9.807 4.675 -0.061
C -5.662 -9.265 5.883 -0.447
C -5.991 -10.338 6.899 -0.224
O -6.761 -11.408 6.403 -0.188
C -7.170 -12.321 7.382 -0.114
N -4.883 -8.140 6.421 0.045
H -5.214 -10.825 4.435 0.079
H -3.828 -9.825 4.872 0.078
H -4.917 -9.151 3.803 0.072
H -6.570 -8.858 5.422 0.120
H -6.362 -9.903 7.835 0.118
H -5.058 -10.857 7.187 0.134
H -7.850 -13.057 6.963 0.089
H -7.737 -11.809 8.172 0.083
H -6.321 -12.822 7.860 0.089
H -4.007 -8.565 6.738 0.077
H -5.269 -7.844 7.321 0.058
C -8.268 -7.475 8.321 -0.029
C -9.208 -8.443 7.605 -0.411
C -10.385 -8.862 8.462 -0.195
O -9.862 -9.587 9.566 -0.195
C -10.686 -9.438 10.707 -0.112
N -9.604 -7.938 6.269 0.067
H -7.394 -7.221 7.718 0.063
H -7.993 -7.853 9.298 0.046
H -8.790 -6.526 8.489 0.078
H -8.640 -9.369 7.418 0.117
H -11.114 -9.442 7.890 0.132
H -10.852 -7.927 8.801 0.105
H -10.732 -8.406 11.070 0.089
H -10.247 -9.946 11.569 0.084
H -11.665 -9.870 10.506 0.090
H -8.825 -7.343 5.994 0.051
H -9.590 -8.722 5.625 0.078
C -0.241 -1.634 5.818 -0.058
C -1.479 -2.401 5.363 -0.431
C -2.668 -2.320 6.333 -0.206
O -2.364 -2.963 7.545 -0.156
C -3.490 -3.125 8.352 -0.129
N -1.861 -1.976 4.023 0.036
H 0.133 -2.060 6.751 0.080
H -0.338 -0.555 5.957 0.072
H 0.570 -1.738 5.090 0.076
H -1.191 -3.458 5.460 0.138
H -3.460 -2.887 5.824 0.111
H -2.982 -1.282 6.479 0.119
H -4.033 -4.074 8.278 0.070
H -4.186 -2.285 8.390 0.094
H -3.139 -3.226 9.388 0.089
H -2.367 -2.721 3.547 0.087
H -1.005 -1.942 3.472 0.083
C -6.384 -8.201 13.775 -0.081
C -7.263 -7.755 12.615 -0.414
C -6.877 -6.354 12.192 -0.229
O -7.530 -5.971 11.020 -0.182
C -7.209 -4.746 10.443 -0.111
N -6.967 -8.714 11.506 0.053
H -5.385 -8.503 13.454 0.082
H -6.704 -9.059 14.371 0.076
H -6.322 -7.385 14.504 0.078
H -8.325 -7.789 12.879 0.135
H -5.792 -6.407 12.012 0.132
H -6.995 -5.659 13.033 0.129
H -7.531 -3.883 11.043 0.093
H -7.774 -4.654 9.516 0.071
H -6.148 -4.547 10.247 0.084
H -7.805 -8.791 10.934 0.032
H -6.814 -9.644 11.877 0.066
```

=====

Record 2
The following is a quantum chemistry calculation of C16H18CuN4O2S as an isolated structure, from OMol25.

total charge: 0
E: -82416.947 eV
HOMO-LUMO gap (spin up / spin down): 7.657 / 7.443 eV
LUMO energy (spin up / spin down): 0.215 / 0.046 eV
2S+1: 2

Geometry as XYZ:
```
42
Properties=species:S:1:pos:R:3:nbo_charge:R:1
Cu 0.789 1.095 -0.265 1.323
C -2.132 0.543 1.532 -0.661
C -1.471 -0.762 1.197 0.256
C -2.150 -1.972 1.483 -0.276
C -1.553 -3.155 1.192 -0.127
C -0.262 -3.174 0.614 -0.019
C 0.393 -4.383 0.298 -0.242
C 1.639 -4.341 -0.259 -0.192
C 2.264 -3.110 -0.514 -0.240
C 1.668 -1.901 -0.219 -0.137
S 2.546 -0.418 -0.540 -0.413
C 0.357 -1.928 0.360 0.103
N -0.274 -0.748 0.659 -0.524
H -3.189 0.517 1.266 0.223
H -1.656 1.370 1.008 0.256
H -2.078 0.724 2.609 0.220
H -3.138 -1.933 1.924 0.220
H -2.052 -4.096 1.395 0.213
H -0.103 -5.323 0.502 0.210
H 2.156 -5.260 -0.507 0.215
H 3.254 -3.095 -0.953 0.220
N 1.643 1.689 1.520 -0.861
C 1.666 3.127 1.844 -0.215
C 0.267 3.717 1.774 -0.528
C -0.291 3.797 0.351 0.785
O -0.647 4.877 -0.086 -0.645
O -0.380 2.678 -0.299 -0.889
H 1.128 1.174 2.229 0.386
H 2.575 1.286 1.496 0.409
H 2.320 3.620 1.123 0.204
H 2.089 3.288 2.839 0.185
H 0.269 4.725 2.185 0.236
H -0.408 3.105 2.381 0.204
N -0.325 -0.007 -4.143 -0.507
C -1.431 0.744 -3.810 -0.108
C -1.220 1.163 -2.536 -0.066
N -0.010 0.672 -2.095 -0.562
C 0.503 -0.024 -3.082 0.203
H -0.155 -0.463 -5.022 0.423
H -2.239 0.917 -4.497 0.226
H -1.808 1.815 -1.917 0.255
H 1.444 -0.548 -3.036 0.237
```

=====

Record 3
The following is a quantum chemistry calculation of C20H26N4O3Sn as an isolated structure in a non-equilibrium geometry, from OMol25.

total charge: +4
E: -39049.853 eV
energy above the lowest of the compared OMol25 structures with the same formula, charge and spin: 0.0 kcal per mole
HOMO-LUMO gap (spin up / spin down): 4.636 / 4.559 eV
LUMO energy (spin up / spin down): -16.666 / -16.711 eV

Geometry as XYZ:
```
54
Properties=species:S:1:pos:R:3:nbo_charge:R:1
N 1.946 -0.211 0.805 -0.575
C 2.812 0.260 1.370 0.648
C 3.918 0.823 2.069 -0.789
H 4.371 1.648 1.490 0.330
H 4.700 0.061 2.248 0.333
H 3.602 1.225 3.049 0.328
N -0.653 -3.121 0.326 -0.602
C -1.090 -4.114 0.664 0.666
C -1.604 -5.367 1.063 -0.798
H -0.788 -6.047 1.367 0.339
H -2.160 -5.843 0.236 0.339
H -2.292 -5.250 1.919 0.337
N -0.462 -0.214 -2.313 -0.574
C -0.790 0.259 -3.292 0.647
C -1.186 0.822 -4.539 -0.789
H -2.286 0.909 -4.599 0.331
H -0.846 0.190 -5.381 0.333
H -0.754 1.830 -4.671 0.328
Sn 0.149 -1.043 -0.293 1.957
C -2.165 -0.951 -0.342 0.543
O -3.308 -0.929 -0.396 -0.284
C -0.391 -0.948 1.955 0.545
O -0.625 -0.926 3.076 -0.282
C 3.186 -2.721 -0.872 -0.163
C 3.252 -1.702 -1.796 -0.189
C 2.380 -1.706 -2.923 -0.171
C 1.471 -2.726 -3.086 -0.220
C 1.403 -3.779 -2.130 -0.178
C 2.246 -3.775 -1.042 -0.186
H 3.844 -2.758 -0.037 0.241
H 3.962 -0.914 -1.709 0.250
H 2.472 -0.920 -3.635 0.251
H 0.825 -2.767 -3.930 0.253
H 0.711 -4.569 -2.296 0.251
H 2.235 -4.563 -0.325 0.249
O -0.034 1.085 -0.156 -0.791
C -0.809 1.958 0.372 0.715
C -1.979 1.636 1.247 -0.517
C -1.881 2.207 2.662 -0.396
C -2.189 3.697 2.731 -0.407
C -1.220 4.603 1.973 -0.419
C -1.206 4.385 0.449 -0.248
N -0.445 3.179 0.049 -0.486
H -2.901 1.981 0.742 0.289
H -2.136 0.548 1.398 0.199
H -2.644 1.712 3.267 0.256
H -0.904 1.958 3.096 0.202
H -3.203 3.862 2.351 0.224
H -2.173 3.985 3.779 0.264
H -1.567 5.619 2.139 0.272
H -0.201 4.519 2.370 0.217
H -2.233 4.325 0.057 0.226
H -0.717 5.237 -0.002 0.259
H 0.357 3.340 -0.551 0.443
```

=====

Record 4
The following is a quantum chemistry calculation of a 2-piece molecular cluster, C5H10O2 overall in a non-equilibrium geometry, from OMol25.

total charge: 0
E: -9439.655 eV
energy above the lowest of the compared OMol25 structures with the same formula, charge and spin: 78.1 kcal per mole
structure (SMILES): C=C1C[C@]1(C)O.O
HOMO-LUMO gap: 10.340 eV
LUMO energy: 0.789 eV

Geometry as XYZ:
```
17
Properties=species:S:1:pos:R:3:nbo_charge:R:1
C -1.700 -0.691 -0.323 -0.508
C -0.575 -0.189 0.174 0.054
O -1.172 2.000 -0.596 -0.969
C 0.215 0.084 1.389 -0.496
C 0.880 -0.024 0.007 0.221
C 1.631 -1.266 -0.389 -0.610
O 1.466 1.124 -0.517 -0.706
H -2.565 -0.870 0.308 0.210
H -1.696 1.160 -0.649 0.502
H -1.737 -1.046 -1.350 0.216
H -1.407 2.403 0.249 0.475
H 0.260 1.076 1.837 0.233
H 0.260 -0.739 2.098 0.225
H 2.672 -1.199 -0.067 0.219
H 1.170 -2.152 0.058 0.212
H 1.607 -1.368 -1.479 0.218
H 0.740 1.739 -0.718 0.503
```